Record 1
{"formula": "C29H45AsN5O3RbS3", "method": "the ωB97M-V functional and the def2-TZVPD basis", "symbols": ["Rb", "C", "C", "N", "C", "C", "S", "C", "C", "N", "H", "H", "H", "H", "H", "H", "H", "H", "H", "H", "H", "H", "H", "H", "S", "C", "C", "C", "C", "C", "N", "H", "H", "H", "H", "O", "C", "N", "C", "O", "C", "C", "C", "C", "N", "C", "H", "H", "H", "H", "H", "H", "H", "H", "C", "As", "C", "C", "C", "C", "C", "C", "C", "C", "H", "H", "H", "H", "H", "H", "H", "H", "H", "H", "H", "H", "H", "C", "S", "C", "O", "H", "H", "H", "H", "H", "H"], "coordinates": [[-0.557, 0.178, -0.995], [2.937, -1.036, 0.839], [2.237, -0.041, 1.772], [1.694, 1.125, 1.112], [2.574, 2.228, 0.831], [3.580, 1.999, -0.297], [2.919, 1.375, -1.873], [3.689, -0.258, -2.003], [2.854, -1.475, -1.605], [2.157, -1.337, -0.345], [3.179, -1.935, 1.426], [3.899, -0.634, 0.526], [2.953, 0.225, 2.570], [1.402, -0.550, 2.259], [0.819, 1.404, 1.529], [3.169, 2.537, 1.711], [1.958, 3.089, 0.570], [4.371, 1.318, 0.014], [4.057, 2.958, -0.502], [4.628, -0.221, -1.448], [3.981, -0.387, -3.047], [3.539, -2.342, -1.641], [2.096, -1.649, -2.372], [1.516, -2.104, -0.201], [-3.419, -0.854, -2.029], [-2.363, -1.586, -3.222], [-2.797, -1.696, -4.563], [-1.994, -2.280, -5.509], [-0.740, -2.767, -5.135], [-0.383, -2.619, -3.813], [-1.149, -2.051, -2.878], [-3.775, -1.315, -4.819], [-2.339, -2.362, -6.533], [-0.071, -3.242, -5.839], [0.580, -2.989, -3.466], [0.556, 8.877, -0.610], [0.967, 8.152, -1.763], [2.049, 7.292, -1.425], [1.978, 5.984, -1.047], [2.987, 5.331, -0.849], [0.634, 5.345, -0.879], [-0.413, 5.912, -0.166], [-1.563, 5.160, 0.020], [-1.615, 3.884, -0.515], [-0.619, 3.327, -1.203], [0.479, 4.051, -1.380], [-0.051, 9.572, -0.885], [1.300, 8.844, -2.541], [0.145, 7.549, -2.154], [2.987, 7.662, -1.410], [-0.326, 6.911, 0.240], [-2.407, 5.554, 0.570], [-2.505, 3.275, -0.394], [1.286, 3.591, -1.936], [-3.036, -3.226, 1.195], [-1.273, -2.714, 0.503], [-0.955, -4.362, -0.507], [-0.208, -3.135, 2.147], [-0.301, -4.519, 2.689], [-1.299, -4.872, 3.596], [-1.407, -6.170, 4.070], [-0.515, -7.145, 3.647], [0.488, -6.806, 2.751], [0.592, -5.507, 2.279], [-3.048, -4.265, 1.522], [-3.751, -3.071, 0.387], [-3.302, -2.584, 2.036], [-1.098, -5.242, 0.119], [0.055, -4.362, -0.920], [-1.654, -4.363, -1.342], [-0.543, -2.397, 2.881], [0.831, -2.888, 1.913], [-1.995, -4.115, 3.939], [-2.189, -6.420, 4.776], [-0.598, -8.158, 4.016], [1.194, -7.557, 2.420], [1.379, -5.253, 1.577], [-3.777, 0.490, 1.257], [-2.480, 0.439, 2.479], [-2.703, 2.073, 3.179], [-1.187, 0.499, 1.708], [-4.745, 0.491, 1.758], [-3.670, -0.394, 0.626], [-3.660, 1.379, 0.637], [-3.690, 2.136, 3.636], [-2.592, 2.822, 2.394], [-1.935, 2.213, 3.936]], "forces_ev_per_angstrom": [[0.421, 0.355, -0.258], [0.089, -0.132, -0.012], [-0.066, 0.022, 0.160], [-0.078, -0.155, -0.164], [-0.012, 0.090, 0.098], [0.096, 0.065, 0.060], [-0.103, 0.048, -0.017], [0.146, -0.133, -0.034], [-0.001, -0.106, -0.054], [-0.162, 0.115, -0.014], [-0.005, 0.029, -0.009], [0.013, 0.033, -0.005], [-0.022, -0.005, -0.009], [-0.011, 0.005, -0.044], [0.053, 0.040, 0.048], [-0.011, -0.042, -0.018], [0.005, -0.010, -0.020], [0.007, -0.025, 0.000], [-0.029, 0.011, -0.055], [-0.022, 0.030, 0.033], [-0.049, 0.040, -0.008], [-0.018, 0.035, 0.020], [0.003, 0.029, 0.002], [0.019, -0.035, 0.019], [0.153, -0.173, -0.194], [-0.339, 0.093, 0.131], [-0.105, 0.015, -0.049], [0.043, -0.025, -0.016], [-0.002, 0.008, 0.037], [0.032, -0.074, -0.081], [0.075, 0.125, 0.121], [0.003, 0.011, 0.024], [0.025, -0.014, -0.015], [-0.002, -0.004, -0.016], [0.002, -0.006, -0.026], [0.001, 0.034, 0.011], [0.018, 0.030, -0.091], [-0.027, 0.034, 0.012], [0.082, -0.226, 0.101], [-0.044, 0.069, -0.040], [0.005, -0.070, -0.106], [0.008, -0.027, 0.024], [0.023, -0.010, -0.033], [-0.094, -0.040, 0.006], [-0.026, 0.018, -0.026], [-0.022, 0.109, 0.096], [-0.008, 0.035, 0.013], [-0.005, -0.032, 0.020], [0.031, 0.024, -0.010], [-0.017, 0.054, -0.023], [0.003, -0.024, 0.021], [-0.003, 0.007, 0.010], [0.005, -0.014, -0.005], [0.019, -0.003, -0.006], [0.055, 0.106, -0.010], [-0.026, -0.417, 0.190], [0.016, 0.088, 0.013], [0.051, 0.113, 0.058], [-0.037, -0.020, -0.002], [0.003, 0.008, 0.005], [-0.008, -0.016, 0.014], [-0.010, -0.018, 0.010], [0.009, -0.034, 0.001], [-0.006, -0.003, -0.009], [-0.008, -0.019, -0.011], [-0.019, -0.018, 0.004], [-0.026, -0.008, -0.004], [-0.013, -0.023, -0.036], [0.000, -0.014, 0.009], [-0.010, -0.018, 0.006], [-0.003, -0.016, -0.010], [-0.010, -0.022, -0.030], [-0.005, 0.009, -0.006], [-0.004, -0.005, 0.003], [0.001, -0.008, 0.006], [0.005, -0.001, -0.007], [0.004, 0.010, -0.006], [-0.088, 0.102, -0.013], [0.362, -0.159, -0.145], [-0.093, 0.073, -0.026], [-0.256, 0.186, 0.378], [-0.009, -0.024, 0.006], [0.008, -0.008, 0.005], [0.003, -0.004, 0.000], [-0.001, -0.001, 0.015], [0.011, -0.043, -0.029], [0.010, -0.026, 0.009]], "lowdin_charge": [0.587, -0.209, -0.201, -0.100, -0.275, -0.442, 0.873, -0.473, -0.282, -0.099, 0.117, 0.091, 0.120, 0.100, 0.064, 0.122, 0.093, 0.063, 0.059, 0.067, 0.072, 0.120, 0.093, 0.063, 0.380, -0.845, -0.130, -0.092, -0.094, -0.191, -0.066, 0.088, 0.101, 0.091, 0.090, -0.049, -0.258, 0.104, -0.425, 0.080, -0.118, -0.006, -0.040, -0.134, 0.057, -0.088, 0.093, 0.130, 0.127, 0.155, 0.110, 0.108, 0.103, 0.089, -0.312, 1.081, -0.307, -0.338, -0.313, -0.064, -0.088, -0.101, -0.088, -0.067, 0.022, 0.011, 0.009, 0.020, 0.017, 0.022, 0.067, 0.045, 0.109, 0.100, 0.097, 0.101, 0.111, -0.265, 0.822, -0.248, -0.691, 0.068, -0.024, 0.049, 0.059, 0.047, 0.055], "de_lowest_kj_mol": 29.4, "energy_ha": -5085.978178, "charge": 0, "orbital_gap_ev": 6.43, "lumo_ev": 0.1}

Record 2
{"formula": "C29H45Cl2F6N6O6S", "method": "the ωB97M-V functional and the def2-TZVPD basis", "symbols": ["C", "C", "C", "C", "C", "C", "C", "N", "C", "N", "N", "O", "C", "C", "C", "C", "O", "N", "C", "C", "C", "C", "N", "N", "C", "S", "C", "C", "Cl", "C", "C", "Cl", "H", "H", "H", "H", "H", "H", "H", "H", "H", "H", "H", "H", "H", "H", "H", "H", "H", "H", "H", "H", "H", "H", "H", "H", "H", "H", "H", "H", "H", "H", "H", "H", "H", "H", "H", "C", "C", "O", "C", "O", "C", "F", "F", "F", "H", "H", "H", "H", "H", "C", "C", "O", "C", "O", "C", "F", "F", "F", "H", "H", "H", "H", "H"], "coordinates": [[1.498, 0.585, 1.898], [0.338, 0.022, 1.346], [-0.616, 0.767, 0.270], [0.383, 1.286, -0.889], [1.391, 0.119, -1.384], [2.031, 0.459, -2.830], [3.567, -0.052, -2.845], [4.545, 1.059, -3.059], [4.595, 1.987, -1.928], [3.845, 3.069, -2.022], [5.468, 1.782, -0.747], [-1.441, -0.263, -0.301], [-2.816, 0.118, -0.502], [-3.569, 0.701, 0.783], [-4.227, -0.538, 1.596], [-3.227, -1.779, 1.753], [-3.397, -2.806, 1.076], [-4.765, 1.549, 0.420], [-5.493, 1.035, -0.773], [-7.047, 1.496, -0.591], [-7.450, 2.755, -1.499], [-8.645, 2.274, -2.475], [-2.705, 1.578, 1.641], [-2.429, 1.016, 2.946], [-2.748, 1.922, 3.843], [-2.810, 2.973, 5.102], [-1.360, 1.940, 1.060], [-1.362, 3.266, 0.185], [-2.403, 3.497, -1.319], [-0.532, 4.383, 0.461], [-0.578, 5.704, -0.456], [0.635, 4.417, 1.837], [1.811, 0.190, 2.925], [2.164, 1.352, 1.400], [0.054, -1.042, 1.661], [1.056, 2.123, -0.501], [-0.253, 1.587, -1.779], [2.284, 0.124, -0.663], [0.919, -0.915, -1.343], [2.032, 1.567, -3.067], [1.493, -0.175, -3.618], [3.733, -0.803, -3.697], [3.862, -0.596, -1.891], [5.486, 0.621, -3.076], [3.976, 3.648, -1.170], [6.442, 1.590, -1.068], [5.558, 2.666, -0.222], [-2.857, 0.775, -1.426], [-3.375, -0.844, -0.783], [-5.130, -0.969, 1.035], [-4.665, -0.197, 2.601], [-2.336, -1.749, 2.479], [-4.474, 2.504, 0.172], [-5.525, -0.089, -0.881], [-5.165, 1.513, -1.763], [-7.177, 1.774, 0.515], [-7.732, 0.593, -0.762], [-7.934, 3.521, -0.793], [-6.565, 3.182, -2.065], [-8.177, 1.849, -3.417], [-9.378, 3.124, -2.708], [-9.282, 1.445, -2.014], [-3.167, 2.489, 1.859], [-0.698, 2.146, 1.975], [-0.066, 6.548, 0.124], [-1.669, 6.041, -0.563], [-0.095, 5.528, -1.477], [10.133, -1.447, -0.111], [10.987, -0.209, -0.296], [11.088, 0.139, -1.686], [10.046, 0.811, -2.201], [9.064, 1.123, -1.581], [10.307, 1.157, -3.665], [10.794, 0.113, -4.360], [11.204, 2.153, -3.788], [9.197, 1.557, -4.305], [10.515, -2.271, -0.719], [10.122, -1.755, 0.936], [9.103, -1.268, -0.428], [12.002, -0.409, 0.051], [10.608, 0.635, 0.287], [-4.280, -5.575, 1.767], [-2.902, -5.982, 2.247], [-2.980, -6.651, 3.516], [-3.324, -7.952, 3.475], [-3.563, -8.558, 2.467], [-3.320, -8.547, 4.880], [-3.940, -7.754, 5.776], [-2.067, -8.736, 5.338], [-3.933, -9.738, 4.937], [-4.787, -4.972, 2.524], [-4.211, -4.999, 0.844], [-4.908, -6.449, 1.583], [-2.289, -5.092, 2.400], [-2.386, -6.606, 1.512]], "forces_ev_per_angstrom": [[-1.765, -1.407, -0.256], [1.272, 0.903, 0.827], [2.904, -1.394, 0.142], [0.114, -0.693, -0.076], [0.643, 0.967, 0.246], [0.544, -1.417, 0.465], [-0.340, -0.721, -0.305], [1.159, 0.058, 2.044], [-0.979, 2.821, 0.145], [1.197, -2.268, 0.835], [0.359, 0.131, -2.106], [-1.201, 0.913, 1.163], [0.071, -0.546, -0.929], [-2.503, -1.410, -1.252], [0.271, -0.566, 0.526], [-0.401, -1.567, -1.111], [0.410, 3.004, 1.724], [1.514, -0.697, -0.462], [-2.646, 0.586, -0.697], [0.675, -0.010, 0.516], [-1.964, -0.997, 0.753], [0.177, 0.279, -0.166], [0.504, 0.841, 0.034], [-1.644, 2.991, 3.338], [1.746, -0.415, 1.484], [-0.135, -3.005, -3.703], [2.144, 1.219, -1.616], [1.191, 2.320, 1.098], [0.961, -0.719, 1.820], [-1.719, -0.964, -1.357], [-0.078, -0.080, 1.300], [-1.331, -0.257, -1.422], [0.056, 0.211, -1.968], [-1.360, -0.461, 0.865], [-0.123, 1.910, -0.087], [-1.201, -0.866, -0.721], [0.798, 0.039, 1.103], [-1.469, -0.162, -0.899], [0.507, 1.379, -0.172], [-0.161, -1.363, 0.273], [0.557, 1.311, 0.972], [-0.273, 1.220, 1.159], [-0.758, 0.473, -0.934], [-0.787, 0.226, -0.266], [-0.056, -0.385, -0.579], [-0.908, -0.244, 0.319], [-0.365, -0.629, -0.473], [-0.230, -0.310, 1.390], [0.931, 1.376, 0.518], [1.530, 0.912, 0.409], [0.968, -0.380, -1.383], [-1.199, 0.299, -0.766], [0.088, -0.476, 0.035], [0.560, 1.339, 0.365], [0.003, -0.873, 1.394], [0.246, -0.467, -1.589], [0.973, 1.391, -0.017], [1.110, -0.799, -1.141], [-1.157, -0.405, 0.694], [-0.823, 0.587, 0.944], [1.277, -1.149, 0.049], [1.028, 1.161, -0.407], [-0.189, -0.676, -1.012], [-0.985, -0.062, -1.551], [-0.454, -1.343, -1.014], [1.593, -0.723, -0.050], [-0.681, 0.208, 1.513], [-0.240, -0.063, -0.269], [-0.019, -0.353, 0.769], [-0.446, 0.641, -0.777], [0.369, -0.560, 1.592], [0.092, 0.094, -0.684], [0.296, 0.336, -1.937], [-0.179, 0.065, 0.564], [-0.222, -0.234, 0.521], [0.098, -0.181, 0.680], [0.093, 0.051, 0.132], [0.053, 0.050, -0.066], [0.060, 0.058, 0.120], [0.001, 0.109, -0.352], [-0.071, -0.012, -0.268], [-0.329, -0.318, 0.024], [-0.087, 0.422, -0.618], [0.025, -0.744, 0.510], [0.198, 0.906, -1.384], [0.036, -0.109, 0.815], [-0.186, -0.849, 1.699], [0.096, 0.082, -0.522], [-0.131, 0.237, -0.500], [0.167, 0.491, -0.520], [0.122, 0.076, -0.065], [0.039, -0.074, 0.120], [0.136, 0.008, -0.028], [-0.025, -0.172, 0.277], [-0.144, -0.128, 0.194]], "lowdin_charge": [0.012, -0.080, -0.365, -0.108, -0.172, -0.157, -0.215, -0.017, -0.463, 0.099, 0.078, -0.093, -0.102, -0.332, -0.045, -0.187, 0.017, -0.007, -0.209, -0.185, -0.240, -0.129, -0.014, 0.088, -0.574, 0.850, -0.162, -0.511, 0.681, -0.615, -0.128, 0.647, 0.083, 0.074, 0.124, 0.117, 0.114, 0.091, 0.125, 0.097, 0.112, 0.124, 0.109, 0.112, 0.034, 0.070, 0.076, 0.114, 0.151, 0.138, 0.132, 0.132, 0.082, 0.119, 0.120, 0.110, 0.107, 0.106, 0.098, 0.075, 0.079, 0.072, 0.174, 0.124, 0.082, 0.077, 0.102, -0.061, -0.199, 0.033, -0.371, 0.145, -0.523, 0.163, 0.166, 0.159, 0.086, 0.085, 0.074, 0.129, 0.126, -0.074, -0.202, 0.022, -0.374, 0.172, -0.522, 0.155, 0.160, 0.165, 0.082, 0.063, 0.081, 0.114, 0.130], "energy_ha": -3829.221255, "charge": 1, "orbital_gap_ev": 6.03, "lumo_ev": -5.1}